Entry from the OMol25 dataset: the molecule C5H10O (ωB97M-V/def2-TZVPD).

Output
- largest force on an atom (eV Å⁻¹) = 0.6
- SMILES = COCC1CC1
- lowest unoccupied orbital energy (eV) = 1.118
- net charge = 0
- gap between HOMO and LUMO (eV) = 10.66

Cartesian coordinates (Å):
C1 1.90 -0.53 -0.45
O1 1.80 0.51 0.49
C2 0.51 0.85 1.00
C3 -0.63 0.70 -0.01
C4 -1.92 0.00 0.29
C5 -1.01 -0.63 -0.69
H1 0.96 -0.66 -0.96
H2 2.63 -0.25 -1.22
H3 2.17 -1.50 0.00
H4 0.29 0.27 1.92
H5 0.62 1.90 1.30
H6 -0.71 1.56 -0.67
H7 -2.84 0.44 -0.07
H8 -1.98 -0.51 1.25
H9 -0.59 -1.59 -0.40
H10 -1.20 -0.57 -1.76

Entry from the OMol25 dataset: a cluster of 2 separate species, C5H10O in total in a non-equilibrium geometry (ωB97M-V/def2-TZVPD).

Output
- largest force on an atom (eV Å⁻¹) = 1.3
- lowest unoccupied orbital energy (eV) = 1.141
- net charge = 0
- gap between HOMO and LUMO (eV) = 12.50

Cartesian coordinates (Å):
C1 -0.34 1.13 0.89
C2 0.32 0.01 0.08
C3 1.45 -0.64 0.89
C4 -0.71 -1.04 -0.34
C5 -1.63 0.98 -2.91
O1 -0.54 1.24 -3.05
H1 0.39 1.87 1.22
H2 -0.84 0.73 1.78
H3 -1.10 1.65 0.29
H4 0.76 0.45 -0.82
H5 1.94 -1.43 0.31
H6 2.21 0.09 1.17
H7 1.05 -1.10 1.80
H8 -0.27 -1.80 -0.99
H9 -1.12 -1.55 0.55
H10 -1.56 -0.59 -0.87

Entry from the OMol25 dataset: the molecule C5H10O in a non-equilibrium geometry (ωB97M-V/def2-TZVPD).

Output
- largest force on an atom (eV Å⁻¹) = 3.6
- SMILES = CC(C)CC=O
- lowest unoccupied orbital energy (eV) = 0.986
- net charge = 0
- gap between HOMO and LUMO (eV) = 10.48

Cartesian coordinates (Å):
O1 -1.02 -1.64 -1.81
C1 -1.10 -1.61 -0.61
C2 -1.07 -0.31 0.31
C3 0.38 0.10 0.27
C4 0.98 0.19 -1.10
C5 0.52 1.34 1.12
H1 -1.39 -2.42 0.00
H2 -1.78 0.46 0.00
H3 -1.42 -0.62 1.32
H4 0.91 -0.88 0.84
H5 1.25 -0.79 -1.51
H6 1.86 0.77 -1.18
H7 0.16 0.63 -1.81
H8 0.03 1.17 2.16
H9 1.66 1.36 1.38
H10 0.05 2.25 0.61

Entry from the OMol25 dataset: the molecule C5H10O in a non-equilibrium geometry (ωB97M-V/def2-TZVPD).

Output
- largest force on an atom (eV Å⁻¹) = 3.0
- SMILES = CC[C@H]1O[C@H]1C
- lowest unoccupied orbital energy (eV) = 1.082
- net charge = 0
- gap between HOMO and LUMO (eV) = 10.49

Cartesian coordinates (Å):
C1 1.76 0.35 -0.97
C2 0.92 0.89 0.20
C3 0.36 -0.23 1.07
O1 -1.15 0.01 1.77
C4 -0.91 -0.89 0.71
C5 -1.75 -0.48 -0.47
H1 2.59 -0.27 -0.61
H2 2.19 1.17 -1.54
H3 1.16 -0.26 -1.66
H4 1.54 1.56 0.81
H5 0.10 1.50 -0.21
H6 0.14 -0.27 2.23
H7 -0.99 -1.95 0.94
H8 -1.71 0.60 -0.65
H9 -2.79 -0.73 -0.24
H10 -1.46 -1.01 -1.38

Entry from the OMol25 dataset: a structure of composition C5H10O (ωB97M-V/def2-TZVPD).

Output
- largest force on an atom (eV Å⁻¹) = 0.3
- lowest unoccupied orbital energy (eV) = 0.793
- net charge = 0
- gap between HOMO and LUMO (eV) = 8.61

Cartesian coordinates (Å):
C1 1.89 0.25 -0.12
C2 0.39 0.48 -0.09
C3 -0.55 -0.24 -1.01
C4 -1.90 -0.08 -0.88
O1 -1.58 -0.74 1.36
C5 -0.40 -0.47 1.63
H1 2.43 0.90 -0.82
H2 2.29 0.45 0.88
H3 2.12 -0.79 -0.37
H4 0.05 1.47 0.23
H5 0.06 0.73 -1.44
H6 -0.14 -1.15 -1.46
H7 -2.59 -0.77 -1.34
H8 -2.31 0.82 -0.43
H9 -0.14 0.39 2.27
H10 0.38 -1.26 1.60

Entry from the OMol25 dataset: the molecule C5H10O (ωB97M-V/def2-TZVPD).

Output
- largest force on an atom (eV Å⁻¹) = 0.8
- SMILES = CC1(CO)CC1
- lowest unoccupied orbital energy (eV) = 0.929
- net charge = 0
- gap between HOMO and LUMO (eV) = 11.03

Cartesian coordinates (Å):
C1 0.33 1.56 -0.40
C2 -0.08 0.16 0.01
C3 0.77 -0.47 1.08
O1 2.09 -0.72 0.63
C4 -0.66 -0.75 -1.04
C5 -1.54 -0.20 0.06
H1 -0.34 1.96 -1.17
H2 0.30 2.24 0.46
H3 1.35 1.57 -0.79
H4 0.33 -1.43 1.37
H5 0.83 0.16 1.98
H6 1.96 -1.58 0.21
H7 -0.42 -1.81 -1.02
H8 -0.80 -0.36 -2.04
H9 -2.27 0.56 -0.18
H10 -1.85 -0.90 0.84

Entry from the OMol25 dataset: a cluster of 2 separate species, C5H10O in total in a non-equilibrium geometry (ωB97M-V/def2-TZVPD).

Output
- largest force on an atom (eV Å⁻¹) = 3.0
- SMILES = C=C/C=C/C.O
- lowest unoccupied orbital energy (eV) = 0.961
- net charge = 0
- gap between HOMO and LUMO (eV) = 10.31

Cartesian coordinates (Å):
C1 2.12 0.79 0.92
C2 1.16 0.38 -0.15
C3 0.31 -0.63 0.07
C4 -0.60 -1.24 -0.92
C5 -0.37 -1.55 -2.21
H1 2.58 -0.04 1.55
H2 1.53 1.52 1.51
H3 2.99 1.13 0.40
H4 1.30 0.92 -1.10
H5 0.38 -1.28 0.99
H6 -1.74 -1.21 -0.83
H7 -1.24 -1.89 -2.78
H8 0.45 -1.46 -2.89
H9 -2.93 1.01 1.65
H10 -1.46 1.43 1.32
O1 -2.25 1.66 1.76

Entry from the OMol25 dataset: the molecule C5H10O in a non-equilibrium geometry (ωB97M-V/def2-TZVPD).

Output
- largest force on an atom (eV Å⁻¹) = 1.5
- SMILES = CCCCC=O
- lowest unoccupied orbital energy (eV) = 1.001
- net charge = 0
- gap between HOMO and LUMO (eV) = 10.71

Cartesian coordinates (Å):
O1 0.01 2.37 1.52
C1 0.42 1.35 2.00
C2 1.01 0.24 1.18
C3 -0.01 -0.60 0.37
C4 0.06 -0.18 -1.09
C5 -1.18 -0.65 -1.89
H1 0.49 1.30 3.11
H2 1.68 -0.40 1.76
H3 1.76 0.72 0.54
H4 -1.03 -0.55 0.77
H5 0.23 -1.64 0.58
H6 0.98 -0.56 -1.51
H7 0.00 0.91 -1.20
H8 -1.03 -0.43 -2.95
H9 -2.09 -0.17 -1.54
H10 -1.30 -1.71 -1.65

Total energy per entry: -271.673777 -271.742481 -271.690456 -271.615331 -271.571896 -271.711967 -271.663327 -271.721655 hartree
Highest occupied orbital energy per entry: -9.54 -11.36 -9.49 -9.41 -7.82 -10.10 -9.35 -9.71 eV
Energy above the lowest of the compared OMol25 structures with the same formula, charge and spin per entry: 49.47 6.36 39.01 86.15 113.40 25.51 56.03 19.43 kcal per mole